# C26H21BCl2F2NORe

A structure of composition C26H21BCl2F2NORe (ωB97M-V with the def2-TZVPD basis set, the Open Molecules 2025 dataset).

Geometry as ORCA input:
```
! wB97M-V def2-TZVPD RIJCOSX def2/J DEFGRID3
* xyz 1 2
Re 0.0603 -0.9502 0.4244
C 0.8717 -3.9848 2.0703
C -0.0136 -3.3518 1.0443
C -1.3003 -2.8709 1.3908
C -2.1548 -2.2769 0.4682
C -3.5243 -1.7918 0.8449
C -1.6647 -2.1253 -0.8433
C -0.4014 -2.6021 -1.2432
C 0.0433 -2.5464 -2.6725
C 0.4493 -3.1821 -0.2728
H 1.5231 -3.2266 2.5087
H 1.4882 -4.7589 1.6175
H 0.2816 -4.4190 2.8755
H -1.6164 -2.9699 2.4226
H -3.5017 -0.7246 1.0715
H -3.8954 -2.3160 1.7232
H -4.2248 -1.9433 0.0253
H -2.2888 -1.6440 -1.5868
H 1.0856 -2.2400 -2.7416
H -0.5670 -1.8530 -3.2461
H -0.0554 -3.5427 -3.1083
H 1.4254 -3.5411 -0.5700
Cl 1.7849 -1.2425 5.1108
C 0.9530 0.0946 4.4091
C 0.6980 1.2481 5.1749
C 0.0499 2.3193 4.6299
Cl -0.2420 3.7266 5.5864
C -0.3844 2.2857 3.2785
C -1.0367 3.3346 2.6000
C -1.3813 3.1708 1.2868
C -1.0934 1.9648 0.6322
N -0.4973 0.9566 1.2403
C -0.1302 1.1129 2.5518
C 0.5499 0.0156 3.1006
O 0.7513 -1.0425 2.3151
H 1.0289 1.2799 6.2035
H -1.2514 4.2573 3.1213
H -1.8741 3.9587 0.7363
H -1.3508 1.8186 -0.4064
F 2.4395 0.9215 0.6277
B 2.0214 -0.2370 0.1126
F 2.9540 -0.9508 -0.5231
C 0.3341 0.1324 -1.2470
C 0.5528 0.8332 -2.2236
C 0.8407 1.6643 -3.3425
C 1.4963 2.8842 -3.1301
C 1.7888 3.7065 -4.2027
C 1.4372 3.3218 -5.4907
C 0.7915 2.1109 -5.7080
C 0.4909 1.2842 -4.6417
H 1.7784 3.1650 -2.1237
H 2.2973 4.6465 -4.0370
H 1.6704 3.9660 -6.3277
H 0.5238 1.8143 -6.7130
H -0.0113 0.3393 -4.8031
*
```

* frontier orbital gap (alpha / beta): 7.34 / 5.48 eV
* LUMO (alpha / beta): -3.44 / -5.12 eV
* ΔE to the lowest compared entry with this formula, charge and spin: 0.941 eV
* HOMO (alpha / beta): -0.3961 / -0.3898 Eh
* molar mass: 669.38 g/mol
* ⟨S²⟩: 0.7680



# C26H21BN3O16

A cluster of 4 separate species, C26H21BN3O16 in total in a non-equilibrium geometry (ωB97M-V with the def2-TZVPD basis set, the Open Molecules 2025 dataset).

Geometry as ORCA input:
```
! wB97M-V def2-TZVPD RIJCOSX def2/J DEFGRID3
* xyz 1 1
C -5.7201 -4.8934 5.1062
C -5.4958 -4.7634 3.9058
C -5.1484 -4.3892 2.4045
C -4.8388 -2.8539 2.3638
C -3.8329 -2.2001 3.2702
C -3.6642 -0.7282 3.0985
N -4.3007 0.1525 2.2747
N -5.1574 -0.5062 1.5178
O -5.8453 0.3119 0.6467
N -6.6966 1.0792 1.5149
O -7.8056 0.7760 1.3282
C -5.4619 -1.8365 1.4572
C -6.5175 -2.3420 0.3884
B -5.8251 -2.5194 -1.0916
O -4.9285 -3.5886 -1.3745
O -6.1037 -1.6333 -2.1653
H -5.9489 -4.6499 6.1832
H -4.2182 -5.0008 2.1498
H -6.0118 -4.7296 1.7680
H -3.2244 -2.7485 4.0397
H -2.8651 -0.2361 3.7704
H -6.9858 -3.3342 0.6522
H -7.3853 -1.6057 0.2885
H -4.0329 -3.2481 -1.5931
H -6.7921 -0.9920 -1.8776
C -0.7123 1.1129 1.5448
C 0.0378 1.6708 0.5895
C 1.4368 2.1177 0.8602
O 2.0971 2.6042 -0.0386
C 1.9597 1.9529 2.2175
C 1.2075 1.3988 3.1727
C -0.1809 0.9271 2.8937
O -0.8324 0.4071 3.7893
O 1.6737 1.2409 4.4333
O -0.4364 1.8526 -0.6606
H -1.7256 0.7832 1.3607
H 2.9680 2.2962 2.4053
H 0.9475 0.8192 4.9311
H 0.2945 2.2701 -1.1596
C 5.3231 3.5044 -1.3345
C 5.0784 3.8804 -2.5924
C 6.1844 4.0709 -3.5769
O 5.9195 4.3960 -4.7200
C 7.5581 3.8596 -3.1155
C 7.8020 3.4866 -1.8557
C 6.6932 3.2697 -0.8798
O 6.9537 2.9113 0.2562
O 9.0644 3.2889 -1.4109
O 3.8158 4.1030 -3.0259
H 4.5295 3.3609 -0.6127
H 8.3517 4.0178 -3.8330
H 8.9730 3.0255 -0.4744
H 3.9050 4.3605 -3.9647
C 3.1040 -0.9253 -3.8180
C 2.0529 -1.7458 -3.7261
C 1.4240 -2.0617 -2.4086
O 0.4540 -2.7996 -2.3667
C 2.0110 -1.4664 -1.2072
C 3.0643 -0.6488 -1.2988
C 3.6753 -0.3112 -2.6183
O 4.6209 0.4524 -2.6585
O 3.6207 -0.0921 -0.1998
O 1.5126 -2.3243 -4.8230
H 3.5670 -0.6864 -4.7660
H 1.5577 -1.7172 -0.2575
H 4.3612 0.4555 -0.5304
H 0.7696 -2.8662 -4.4936
*
```

* frontier orbital gap: 5.67 eV
* LUMO: -5.20 eV
* HOMO: -0.3997 Eh
* molar mass: 642.27 g/mol



# C26H21ClIrN4O3

A structure of composition C26H21ClIrN4O3 in a non-equilibrium geometry (ωB97M-V with the def2-TZVPD basis set, the Open Molecules 2025 dataset).

Geometry as ORCA input:
```
! wB97M-V def2-TZVPD RIJCOSX def2/J DEFGRID3
* xyz 2 2
Ir -0.4603 -0.2410 -0.5705
C 0.1767 4.3524 -0.9079
C -0.3293 2.9623 -0.7793
N 0.4471 1.9146 -0.7430
N 1.7420 1.9659 -0.8370
C 2.3357 0.7705 -1.0274
O 1.6571 -0.2468 -1.3007
C 3.7882 0.7272 -0.9196
C 4.5385 1.9090 -0.8445
C 5.9110 1.8413 -0.7327
C 6.5446 0.6022 -0.6772
C 5.8023 -0.5755 -0.7439
C 4.4315 -0.5164 -0.8733
C -1.7518 2.6724 -0.7706
C -2.7203 3.6817 -0.7334
C -4.0611 3.3419 -0.7988
C -4.4088 2.0044 -0.9241
C -3.3926 1.0569 -0.9501
N -2.1116 1.3723 -0.8611
H 1.2630 4.3582 -0.9475
H -0.1446 4.9678 -0.0671
H -0.2209 4.8110 -1.8157
H 4.0279 2.8562 -0.9028
H 6.4996 2.7443 -0.6973
H 7.6194 0.5531 -0.5940
H 6.3027 -1.5312 -0.6961
H 3.8318 -1.4101 -0.9418
H -2.4258 4.7153 -0.6584
H -4.8220 4.1064 -0.7596
H -5.4402 1.7009 -1.0111
H -3.6250 0.0055 -1.0397
Cl -3.1738 -7.4222 -0.8339
C -2.8723 -5.7516 -0.8152
C -3.9479 -4.8340 -0.8244
C -3.7130 -3.4937 -0.7944
C -2.3814 -2.9444 -0.7080
O -2.2265 -1.6999 -0.6262
C -1.2969 -3.9101 -0.7112
C 0.0746 -3.4819 -0.5715
O 0.4709 -2.3648 -0.2838
C -1.5622 -5.2718 -0.7865
H -4.9626 -5.2035 -0.8588
H -4.5345 -2.7937 -0.8055
H 0.8176 -4.2839 -0.7014
H -0.7370 -5.9702 -0.7967
C 0.0404 0.2244 4.4712
C -0.8629 1.0537 3.8241
C -0.9878 0.9595 2.4483
N -0.2608 0.1093 1.7257
C 0.6188 -0.6773 2.3410
C 0.7959 -0.6570 3.7138
H 0.1534 0.2656 5.5432
H -1.4645 1.7593 4.3739
H -1.6922 1.5813 1.9155
H 1.1925 -1.3450 1.7144
H 1.5099 -1.3216 4.1716
*
```

* frontier orbital gap (alpha / beta): 4.11 / 4.12 eV
* LUMO (alpha / beta): -9.33 / -8.88 eV
* ΔE to the lowest compared entry with this formula, charge and spin: 4.180 eV
* HOMO (alpha / beta): -0.4942 / -0.4776 Eh
* molar mass: 665.15 g/mol
* ⟨S²⟩: 1.1247



# C26H21N2O

A cluster of 2 separate species, C26H21N2O in total in a non-equilibrium geometry (ωB97M-V with the def2-TZVPD basis set, the Open Molecules 2025 dataset).

Geometry as ORCA input:
```
! wB97M-V def2-TZVPD RIJCOSX def2/J DEFGRID3
* xyz 1 1
C 5.7073 -1.9763 -0.5872
C 4.8777 -2.6188 -1.5227
C 4.0703 -1.8701 -2.3771
C 4.1847 -0.4753 -2.3277
O 3.3210 0.3063 -3.0967
C 1.9788 0.2857 -2.7164
C 1.5572 1.3253 -1.8736
C 0.3011 1.2569 -1.3115
C -0.6466 0.2491 -1.6920
C -1.8614 0.2310 -0.9672
C -2.9938 -0.5933 -1.1620
C -4.2878 -0.0721 -0.8349
C -5.4336 -0.8345 -1.0554
C -5.3347 -2.1022 -1.6563
C -4.0641 -2.6134 -1.9841
C -2.8891 -1.9324 -1.6301
C -0.2521 -0.6024 -2.7841
C 1.0979 -0.7375 -3.0919
C 5.0561 0.1919 -1.4538
C 5.7820 -0.5719 -0.5457
H 6.3013 -2.5657 0.1134
H 4.8285 -3.7128 -1.5786
H 3.3434 -2.3359 -3.0531
H 2.2336 2.1589 -1.6420
H -0.0305 2.0131 -0.5855
H -1.9341 0.9667 -0.1652
H -4.3444 0.9513 -0.4510
H -6.4172 -0.4198 -0.7960
H -6.2432 -2.6803 -1.8542
H -4.0007 -3.5377 -2.5703
H -1.8881 -2.3765 -1.7344
H -1.0234 -1.1449 -3.3582
H 1.4960 -1.5982 -3.6465
H 5.0955 1.2880 -1.4758
H 6.4067 -0.0580 0.1963
C 0.7340 0.4544 4.1088
C 0.0523 0.6484 2.9018
C -1.0511 1.5099 2.8740
C -1.3839 2.1835 4.0527
C -0.7343 2.0250 5.2543
C 0.3420 1.1224 5.2837
N -2.4581 3.0045 3.7314
C -2.7581 2.8186 2.4181
N -1.9351 1.9139 1.8650
H 1.5890 -0.2183 4.1600
H 0.3374 0.1838 1.9623
H -1.1195 2.6048 6.0853
H 0.8652 0.9487 6.2275
H -2.8950 3.6425 4.3884
H -3.5794 3.3640 1.9584
*
```

* frontier orbital gap: 5.66 eV
* LUMO: -5.34 eV
* ΔE to the lowest compared entry with this formula, charge and spin: 1.774 eV
* HOMO: -0.4042 Eh
* molar mass: 377.47 g/mol